# 1
19
Properties=species:S:1:pos:R:3:forces:R:3 method="wB97M-V/def2-TZVPD" energy_ha=-513.7762 lumo_ha=0.02274 smiles="O=CNCO.O.O.O" de_lowest_ev=0.314 homo_energy_ev=-10.71 fmax_ev_per_a=1.486
O 0.83628 -1.42029 -0.34129 -0.90 0.53 0.16
C -0.23672 -0.81780 -0.18363 1.40 -0.43 -0.26
N -0.94185 -0.29591 -1.21050 -0.78 -0.50 0.32
C -0.70223 -0.79009 -2.55428 -0.34 -0.83 -0.03
O -0.82979 -2.19443 -2.67897 -0.07 0.02 0.22
H -0.64204 -0.67097 0.82020 -0.26 0.29 -0.03
H -1.90424 -0.09064 -0.98412 0.03 0.21 0.08
H -1.48751 -0.43320 -3.22454 0.39 0.48 0.18
H 0.28753 -0.47643 -2.82867 0.41 0.25 -0.40
H -0.18013 -2.63228 -2.11408 0.13 0.20 -0.05
H -0.77266 2.02996 1.65409 -0.22 0.15 0.17
H -2.29258 2.50997 1.80180 0.23 0.26 -0.08
O -1.68468 1.77635 1.88807 -0.23 -0.60 -0.06
H 1.99612 -0.85136 1.14789 0.19 -0.12 -0.34
H 2.06092 -0.73088 2.64373 0.24 -0.04 0.22
O 2.50735 -0.41200 1.85146 -0.51 -0.04 0.07
H 1.43617 2.44171 0.94306 0.06 0.02 -0.01
H 1.56835 1.14301 1.76395 -0.07 0.18 -0.10
O 0.98169 1.91528 1.60583 0.30 -0.03 -0.08


# 2
8
Properties=species:S:1:pos:R:3:forces:R:3 method="wB97M-V/def2-TZVPD" energy_ha=-1078.0508 total_charge=-1 lumo_ha="0.08432 / 0.13273" de_lowest_ev=1.641 homo_energy_ev="-3.38 / -5.14" fmax_ev_per_a=2.223
N -0.33727 0.43976 0.24333 1.91 0.10 1.12
O 2.16767 -1.05503 -0.69527 -0.46 -1.09 -0.61
O 4.17031 0.41677 -0.72172 0.60 -0.26 -0.60
O 3.00520 -0.02769 1.36058 -0.04 -0.42 1.28
S 0.14282 2.04720 -0.14555 0.00 -0.24 0.33
S 2.94083 0.00054 -0.08059 -0.30 2.20 -0.04
H 0.33425 -0.03823 -0.35304 -0.65 -0.95 -0.55
H 0.10374 0.17911 1.17259 -1.06 0.67 -0.93


# 3
53
Properties=species:S:1:pos:R:3:forces:R:3 method="wB97M-V/def2-TZVPD" energy_ha=-2179.6687 lumo_ha=-0.02495 smiles="N#Cc1ccc(S(=O)(=O)[C@@H](Cl)[C@@H](c2ccccc2)c2ccc(Oc3ccccc3)cc2)cc1" de_lowest_ev=0.000 homo_energy_ev=-9.01 fmax_ev_per_a=2.557
N -9.47623 -1.39598 -0.60774 2.47 0.47 -0.48
C -8.34548 -1.19079 -0.82908 -2.40 -0.43 0.63
C -6.95649 -0.96205 -1.12431 0.42 0.09 -0.09
C -6.08819 -2.05778 -1.22724 0.05 -0.24 -0.24
C -4.77179 -1.87016 -1.63338 -0.24 0.18 0.20
C -4.32423 -0.56925 -1.85265 0.03 -0.32 0.27
S -2.62573 -0.29112 -2.32265 -0.15 0.72 -1.27
C -1.53102 -0.18140 -0.83890 -2.08 1.27 -0.12
Cl -2.36642 -1.19166 0.37565 0.16 0.00 0.14
O -2.16442 -1.40380 -3.12333 -0.44 0.28 0.48
O -2.68837 1.06836 -2.85845 0.16 -0.90 0.32
C -5.16858 0.53358 -1.75431 0.00 -0.13 0.29
C -6.49023 0.33522 -1.36610 -0.03 0.05 -0.19
H -6.44910 -3.06398 -1.00792 0.02 0.34 -0.15
H -4.09709 -2.71262 -1.77478 -0.15 0.21 0.12
H -1.67188 0.87387 -0.55651 -0.04 -0.38 0.10
H -4.79334 1.52866 -1.98178 -0.06 -0.26 0.12
H -7.15487 1.19472 -1.27179 0.10 -0.34 -0.07
C 6.04989 -0.29711 4.69562 0.00 -0.04 0.05
C 5.94411 0.44318 3.51441 -0.21 0.03 0.11
C 4.73449 1.06094 3.17651 0.12 -0.23 0.40
C 3.66240 0.95545 4.06278 -0.25 -0.23 -0.29
O 2.42428 1.51734 3.74720 -0.32 0.35 0.01
C 1.75498 1.10538 2.58904 0.49 0.15 0.23
C 0.86218 0.03824 2.68790 0.61 -0.09 -0.01
C 0.40287 -0.54711 1.51752 -0.31 0.14 -0.10
C 0.59754 0.07900 0.27779 0.14 0.12 0.34
C -0.08067 -0.48660 -0.97275 1.65 -0.86 -0.43
C 0.69386 -0.07160 -2.24895 0.23 0.03 -0.18
C 0.14196 0.41091 -3.43011 0.14 0.15 -0.27
C 0.90211 0.62082 -4.58630 0.33 -0.06 0.49
C 2.28496 0.50163 -4.53673 0.00 -0.16 0.24
C 2.88098 0.08436 -3.33484 -0.37 -0.16 0.09
C 2.08880 -0.25248 -2.23009 0.23 -0.02 -0.23
C 1.34234 1.26411 0.22985 -0.02 0.09 0.02
C 1.97005 1.76040 1.37231 -0.24 -0.34 0.25
C 3.77358 0.28478 5.28730 0.17 -0.10 -0.73
C 4.95842 -0.39962 5.56615 -0.09 0.38 -0.01
H 6.99180 -0.78856 4.95486 -0.35 0.13 -0.17
H 6.79944 0.54191 2.84193 -0.26 -0.08 0.25
H 4.62224 1.62016 2.24911 0.03 -0.18 0.22
H 0.58690 -0.35419 3.66948 0.38 -0.04 -0.33
H -0.15571 -1.48422 1.57751 0.23 0.44 -0.02
H 0.00351 -1.58742 -0.93191 0.02 0.28 -0.03
H -0.89101 0.68745 -3.51370 0.20 -0.16 -0.02
H 0.37527 0.86855 -5.50360 0.21 0.19 0.13
H 2.89071 0.72712 -5.41541 -0.11 -0.12 0.27
H 3.96529 -0.01092 -3.25659 -0.31 -0.01 -0.07
H 2.57186 -0.63844 -1.32445 -0.17 0.18 -0.40
H 1.48734 1.79150 -0.71901 -0.11 -0.26 0.40
H 2.60465 2.64615 1.32138 -0.17 -0.29 0.08
H 2.91126 0.27286 5.94887 0.17 -0.12 -0.10
H 5.01081 -1.00781 6.47217 0.15 0.28 -0.26